No. 1
Computed, not measured: a molecular structure, C8H27AsF6O5 at a distorted geometry, with ωB97M-V/def2-TZVPD.

As for the molar mass: 392.209 g/mol. The value obtained for the electronic energy is -96104.7631 eV. As for the energy relative to the best compared isomer or geometry (same formula, charge and spin): 13.528 eV. As for the HOMO-LUMO gap: 9.076 eV.

```
! RIJCOSX wB97M-V def2-TZVPD def2/J DEFGRID3
* xyz 0 1
O 17.54561 -8.80644 -7.37561
H 17.89446 -9.44859 -6.75307
H 17.25798 -9.26234 -8.16998
H 16.82396 -8.36356 -6.92320
As 14.50680 -9.00031 -7.63528
F 14.74158 -9.84438 -9.28969
F 13.15471 -8.06260 -8.33064
F 14.46671 -8.20591 -6.04374
F 15.98999 -9.89989 -6.97306
F 15.71561 -7.74089 -8.09262
F 13.39467 -10.19428 -6.99841
C 20.14018 -9.82857 -4.89652
C 18.90635 -8.92716 -4.74886
O 17.70377 -9.40457 -5.33534
H 21.02572 -9.50667 -4.34854
H 20.34981 -9.89571 -5.96407
H 20.07815 -10.90123 -4.71307
H 19.14721 -7.94862 -5.16426
H 18.77575 -8.76459 -3.67899
H 17.32828 -10.05912 -4.74191
C 19.38429 -9.69682 -9.97793
C 18.26046 -8.66722 -10.21446
O 17.17869 -9.07053 -9.41362
H 19.06406 -10.73856 -9.99594
H 19.78414 -9.54286 -8.97566
H 20.32572 -9.63086 -10.52332
H 18.08750 -8.66281 -11.29064
H 18.56773 -7.75126 -9.70977
H 16.40974 -9.10857 -9.98709
C 19.45411 -12.53525 -6.92532
C 18.28153 -11.53336 -7.11129
O 18.83208 -10.32205 -7.56281
H 19.26439 -13.40068 -6.29039
H 20.27671 -12.05114 -6.39898
H 19.81288 -12.82098 -7.91414
H 17.70287 -11.45506 -6.19090
H 17.64785 -12.04066 -7.83875
H 19.59459 -10.59317 -8.07922
C 16.49381 -6.30757 -4.31756
C 16.95339 -6.61351 -5.74662
O 16.45687 -7.82249 -6.17989
H 15.44681 -6.45682 -4.05370
H 16.71775 -5.26497 -4.09188
H 17.02216 -6.87872 -3.55420
H 18.03241 -6.46120 -5.72186
H 16.55556 -5.86625 -6.43325
H 15.49982 -7.75046 -6.20126
*
```

Results of the Mulliken charge analysis, in e, for atoms 1 through 4: -0.78 -0.50 0.99 0.22

=====

No. 2
Computed, not measured: 5 unconnected molecules or ions with the total composition C8H27N5O6 at a distorted geometry, with ωB97M-V/def2-TZVPD.

As for the molar mass: 289.333 g/mol. The value obtained for the electronic energy is -28460.4362 eV. As for the expectation value of S²: 0.75. As for the HOMO-LUMO gap (spin up / spin down): 8.781 / 3.081 eV.

```
! RIJCOSX wB97M-V def2-TZVPD def2/J DEFGRID3
* xyz 1 2
C 6.10131 -14.34214 -10.99990
O 5.89737 -13.80393 -9.90660
N 6.89364 -15.41937 -11.15996
N 5.40139 -14.02305 -12.08018
H 7.23112 -15.90764 -10.34277
H 6.97936 -15.96483 -12.00567
H 4.61101 -13.40664 -11.95595
H 5.72675 -14.25583 -13.00757
C 4.79267 -11.58317 -7.51717
O 5.96724 -11.61944 -7.83246
N 4.06156 -12.62217 -7.44216
N 4.11380 -10.56362 -7.09835
H 3.05386 -12.62445 -7.37399
H 4.44529 -13.38603 -7.98009
H 3.10660 -10.60439 -7.16142
H 4.53353 -9.73095 -6.71028
C 6.98986 -16.68784 -7.38457
O 7.97083 -16.48568 -8.46077
C 9.29835 -16.34652 -8.01815
C 10.31823 -16.44470 -9.21650
N 10.39890 -17.70496 -9.83845
C 11.21240 -17.85478 -11.08291
C 10.71058 -17.08165 -12.33380
O 9.28404 -17.25458 -12.51390
C 8.76464 -16.50603 -13.54697
H 7.08690 -17.68175 -6.94774
H 5.95337 -16.52938 -7.68236
H 7.14150 -15.96921 -6.57916
H 9.47587 -17.12471 -7.27585
H 9.46436 -15.42118 -7.46653
H 11.25345 -16.37138 -8.66144
H 10.26727 -15.55452 -9.84347
H 9.41781 -17.87992 -10.00264
H 11.27474 -18.91045 -11.34703
H 12.23334 -17.53965 -10.86735
H 11.32284 -17.23757 -13.22201
H 10.87385 -16.01451 -12.18330
H 9.25495 -16.85110 -14.45726
H 8.88656 -15.42513 -13.47694
H 7.71358 -16.73601 -13.72152
O 8.44276 -13.53340 -8.99565
H 8.17169 -14.40628 -8.71133
H 7.62808 -13.10016 -9.25026
O 8.50802 -12.02588 -6.87282
H 7.57003 -11.84221 -6.92448
H 8.71956 -12.43262 -7.71309
*
```

Results of the Mulliken charge analysis, in e, for atoms 1 through 4: 0.59 -0.66 -0.02 -0.40

=====

No. 3
Computed, not measured: 5 unconnected molecules or ions with the total composition C8H27N9O5 at a distorted geometry, with ωB97M-V/def2-TZVPD.

As for the molar mass: 329.362 g/mol. The value obtained for the electronic energy is -32383.1354 eV. As for the expectation value of S²: 0.75. As for the HOMO-LUMO gap (spin up / spin down): 2.040 / 9.079 eV.

```
! RIJCOSX wB97M-V def2-TZVPD def2/J DEFGRID3
* xyz -1 2
C 2.28690 0.34256 -2.13105
C 1.27486 0.55877 -1.05500
C 1.74493 1.46249 0.08427
O 3.02396 0.94394 0.47069
C 4.01109 1.94042 0.41807
N 0.21534 1.24356 -1.83493
H 2.47080 1.20304 -2.77436
H 1.90248 -0.46996 -2.74759
H 3.15756 -0.19316 -1.75280
H 0.75234 -0.34759 -0.74910
H 1.08970 1.62615 0.93984
H 1.88320 2.48416 -0.26952
H 5.05978 1.65390 0.49711
H 3.90888 2.57339 1.29954
H 4.00162 2.48070 -0.52857
H 0.00687 0.62001 -2.60164
H -0.68100 1.25478 -1.36958
C -1.22773 -2.06426 1.34371
O -0.97866 -1.45249 2.36051
N -1.31584 -3.37246 1.31877
N -1.72651 -1.57247 0.22763
H -1.26964 -3.75674 0.38588
H -1.00856 -3.87147 2.14138
H -1.80227 -0.56833 0.14979
H -1.56181 -2.06179 -0.64044
C -1.42418 -3.59026 -3.28700
O -1.18711 -3.44365 -2.11802
N -2.22430 -2.85736 -3.98202
N -0.73806 -4.45479 -4.02099
H -2.20130 -3.03374 -4.97623
H -2.41607 -1.91520 -3.67270
H -0.52665 -4.28932 -4.99466
H -0.17264 -5.13660 -3.53567
C -2.42353 2.19141 0.86762
O -2.62203 1.44681 -0.01544
N -1.56007 3.13571 0.76896
N -3.01069 2.31602 1.94953
H -1.25831 3.29233 -0.18209
H -1.17728 3.67243 1.53415
H -3.73381 1.68832 2.27077
H -2.68562 3.08241 2.52143
C 0.71848 1.40686 3.62726
O 1.11042 2.49007 4.06289
N -0.56443 1.06850 3.63309
N 1.47329 0.38134 3.32197
H -1.36462 1.67508 3.74193
H -0.74684 0.27264 3.03857
H 2.48327 0.38611 3.32756
H 1.03376 -0.44225 2.93647
*
```

Results of the Mulliken charge analysis, in e, for atoms 1 through 4: -2.36 1.80 -0.74 -0.33

=====

No. 4
Computed, not measured: 5 unconnected molecules or ions with the total composition C8H27O5 at a distorted geometry, with ωB97M-V/def2-TZVPD.

As for the molar mass: 203.299 g/mol. The value obtained for the electronic energy is -18964.5613 eV. As for the energy relative to the best compared isomer or geometry (same formula, charge and spin): 0.412 eV. As for the HOMO-LUMO gap: 10.535 eV.

```
! RIJCOSX wB97M-V def2-TZVPD def2/J DEFGRID3
* xyz 1 1
O -0.35019 0.15196 0.16382
H 0.34905 -0.10013 0.85603
H -0.71925 1.09682 0.28672
H 0.06058 0.06881 -0.75275
C -1.52979 -0.43375 -3.71524
C -0.42022 0.57224 -3.45053
O 0.41588 0.11679 -2.36743
H -2.05945 -0.83939 -2.85592
H -1.14971 -1.30681 -4.25360
H -2.21326 0.02847 -4.43740
H -0.78375 1.57791 -3.23755
H 0.15886 0.62608 -4.37618
H 1.16834 -0.34495 -2.75067
C 1.69750 -0.20815 4.08710
C 1.63863 -1.08732 2.83830
O 1.74282 -0.26289 1.67153
H 2.49317 0.53641 4.03713
H 1.84775 -0.76774 5.01201
H 0.74459 0.30433 4.23718
H 0.72562 -1.67896 2.82956
H 2.43267 -1.83627 2.90638
H 2.56215 0.23853 1.71793
C 0.51002 -3.83939 0.18482
C -0.91387 -3.71450 0.67446
O -1.19906 -2.40072 1.18228
H 0.74454 -4.84121 -0.15629
H 1.19049 -3.55855 0.99620
H 0.74608 -3.07118 -0.55731
H -1.10263 -4.40014 1.50897
H -1.64339 -3.96315 -0.10293
H -2.14763 -2.34229 1.31724
C -0.39038 4.48409 -1.12291
C -0.28645 3.81411 0.23779
O -1.12930 2.62400 0.26799
H 0.06265 3.81997 -1.86047
H 0.06195 5.47381 -1.15134
H -1.41391 4.63964 -1.47634
H -0.59506 4.43557 1.08011
H 0.70875 3.43530 0.46839
H -2.01479 2.95266 0.06291
*
```

Results of the Mulliken charge analysis, in e, for atoms 1 through 4: -0.37 0.44 0.50 0.51

=====

No. 5
Computed, not measured: 7 unconnected molecules or ions with the total composition C8H28BCl3F4N3O at a distorted geometry, with ωB97M-V/def2-TZVPD.

As for the molar mass: 375.495 g/mol. The value obtained for the electronic energy is -64390.6199 eV. As for the HOMO-LUMO gap: 6.372 eV.

```
! RIJCOSX wB97M-V def2-TZVPD def2/J DEFGRID3
* xyz -1 1
N 0.80725 -6.18302 -3.43270
H 0.94476 -6.34894 -2.44596
H 0.68714 -5.18939 -3.56824
H -0.07644 -6.64454 -3.59454
H 1.58297 -6.52602 -3.98107
N 1.19408 -3.06233 -0.98593
H 2.15663 -2.76442 -0.91623
H 1.04687 -4.02345 -0.71267
H 0.73045 -2.79113 -1.84126
H 0.77170 -2.47540 -0.28080
C 1.26852 1.80217 -1.91579
C 0.82914 2.85846 -0.87927
N -0.09951 2.30564 0.26212
C -1.43547 1.86090 -0.41986
C 0.57378 1.11031 1.04865
C 1.86252 1.48756 1.77952
C -0.40487 3.58615 1.14711
C -1.30256 3.36792 2.30295
O -2.61961 3.20226 1.89927
C -3.39049 2.30871 2.73530
H 0.61448 1.21627 -2.56158
H 1.95160 1.06822 -1.48822
H 1.77761 2.29062 -2.74666
H 0.24446 3.66174 -1.32760
H 1.69013 3.35425 -0.43095
H -1.34017 0.95390 -1.01683
H -1.79979 2.61344 -1.11918
H -2.21622 1.61198 0.29887
H 0.60664 0.26327 0.36342
H -0.13453 0.73291 1.78619
H 2.18592 0.55103 2.23386
H 1.81026 2.22606 2.57952
H 2.70108 1.75653 1.13721
H -0.73825 4.39527 0.49728
H 0.55140 3.96272 1.51022
H -1.40399 4.26863 2.90837
H -0.96568 2.58544 2.98292
H -3.36797 2.55219 3.79752
H -2.99211 1.29417 2.74537
H -4.44015 2.37524 2.44915
Cl -0.25771 -3.24476 -4.06362
Cl 1.50704 -6.06626 -0.51773
Cl 4.04483 -1.74051 -0.20365
B -1.05839 -2.13508 0.80781
F -1.05203 -1.40604 -0.40847
F -1.33040 -3.48083 0.53075
F 0.24343 -1.99311 1.40521
F -1.95836 -1.54860 1.65036
*
```

Results of the Mulliken charge analysis, in e, for atoms 1 through 4: -0.15 0.07 0.10 0.39

=====

No. 6
Computed, not measured: a molecular structure, C8H28EuOP2 at a distorted geometry, with ωB97M-V/def2-TZVPD.

As for the molar mass: 354.223 g/mol. The value obtained for the electronic energy is -48693.7018 eV. As for the expectation value of S²: 12.13. As for the HOMO-LUMO gap (spin up / spin down): 7.404 / 7.820 eV.

```
! RIJCOSX wB97M-V def2-TZVPD def2/J DEFGRID3
* xyz 1 7
Eu -0.01263 0.83877 -0.57743
H 1.16584 2.37927 -1.85650
H 0.77824 2.01140 -2.42077
P 1.13488 1.28276 2.02222
P -1.68596 -1.21423 -1.69068
C -1.16739 -2.80895 -2.40403
H -1.95880 -3.26219 -3.02344
H -0.26595 -2.64514 -3.01613
H -0.89712 -3.49343 -1.58488
C -3.35216 -1.55858 -1.02038
H -3.79644 -0.60973 -0.68628
H -4.00160 -2.03680 -1.76760
H -3.24976 -2.21008 -0.14152
C -2.09498 -0.24061 -3.19905
H -1.17977 -0.09825 -3.80344
H -2.86284 -0.75490 -3.80387
H -2.46100 0.76194 -2.90403
C 0.13975 1.32315 3.55364
H 0.64574 1.90424 4.33705
H -0.83846 1.76829 3.31997
H -0.02342 0.29056 3.89466
C 2.77653 0.74608 2.60762
H 3.51632 0.90815 1.80682
H 3.08562 1.29846 3.50977
H 2.73840 -0.33411 2.82395
C 1.40596 3.08204 1.73434
H 0.45627 3.54978 1.41202
H 1.76717 3.56429 2.65755
H 2.14810 3.22225 0.92647
H -1.64504 1.42733 0.34546
H -0.12520 -0.71744 0.53812
C 3.99748 -1.88270 -1.27910
C 2.59636 -1.62336 -0.75552
O 2.19195 -0.25129 -1.06662
H 4.02243 -1.90634 -2.37199
H 4.30543 -2.87116 -0.93544
H 4.75213 -1.16900 -0.92978
H 1.82668 -2.27447 -1.20501
H 2.54806 -1.71104 0.34407
H 2.93789 0.28259 -1.38596
*
```

Results of the Mulliken charge analysis, in e, for atoms 1 through 4: 0.24 0.03 0.15 0.71

=====

No. 7
Computed, not measured: 5 unconnected molecules or ions with the total composition C8H28N2O5 at a distorted geometry, with ωB97M-V/def2-TZVPD.

As for the molar mass: 232.321 g/mol. The value obtained for the electronic energy is -21966.3962 eV. As for the energy relative to the best compared isomer or geometry (same formula, charge and spin): 0.986 eV. As for the HOMO-LUMO gap: 9.131 eV. The structure (SMILES) is COC[C@H](C)N.COC[C@H](C)N.O.O.O.

```
! RIJCOSX wB97M-V def2-TZVPD def2/J DEFGRID3
* xyz 0 1
C 10.35444 6.73558 6.83180
O 9.17596 6.01724 7.00616
C 8.06280 6.77830 7.45013
C 6.84356 5.91067 7.31342
C 6.56397 5.70074 5.83763
N 5.65011 6.39146 8.00883
H 10.39256 7.57017 7.53477
H 10.37338 7.14909 5.83488
H 11.18486 6.02877 6.91007
H 8.17612 7.13815 8.44130
H 7.99801 7.66474 6.81982
H 7.11897 5.00492 7.74622
H 5.82254 4.94668 5.76333
H 7.57202 5.43804 5.46950
H 6.18784 6.62119 5.46340
H 5.05629 6.91515 7.43602
H 5.83253 6.97459 8.81728
C 4.15648 6.74801 14.00614
O 5.37984 6.17352 13.64703
C 5.48810 5.51222 12.47748
C 6.89737 5.51110 11.95706
C 7.10166 4.66370 10.67129
N 7.74014 4.93784 12.98513
H 4.26230 7.36240 14.92093
H 3.37787 5.95546 14.25812
H 3.67644 7.27914 13.17647
H 5.25548 4.47134 12.59907
H 4.74730 5.87830 11.71551
H 7.23683 6.56358 11.72952
H 6.19084 4.72582 9.97304
H 7.16130 3.60610 11.01468
H 8.06972 4.89275 10.29535
H 8.75895 4.99091 12.86042
H 7.43396 5.25586 13.89869
O 10.99963 4.72093 11.78160
H 11.54722 4.91334 12.54599
H 10.64596 5.62316 11.63740
O 10.54470 7.03556 10.02227
H 10.69973 6.26359 9.48681
H 11.43337 7.33371 10.28586
O 10.81577 4.36758 8.57665
H 10.61142 3.84865 9.38698
H 9.98471 4.58601 8.15326
*
```

Results of the Mulliken charge analysis, in e, for atoms 1 through 4: -0.95 -0.36 -0.60 0.47

=====

No. 8
Computed, not measured: a molecular structure, C8H28O10Ti at a distorted geometry, with ωB97M-V/def2-TZVPD.

As for the molar mass: 332.169 g/mol. The value obtained for the electronic energy is -52337.8718 eV. As for the expectation value of S²: 3.75. As for the HOMO-LUMO gap (spin up / spin down): 3.595 / 6.164 eV.

```
! RIJCOSX wB97M-V def2-TZVPD def2/J DEFGRID3
* xyz -1 4
Ti -0.34451 0.35980 0.26162
C 0.38932 -2.34337 0.44569
O 0.20449 -3.56076 0.28897
O 0.88006 -1.67105 -0.47857
O -0.08514 -1.73135 1.41082
C 3.44394 -0.15971 -2.50021
O 2.53086 0.35309 -1.56958
H 4.26343 -0.66123 -1.98543
H 3.01498 -0.90301 -3.17222
H 3.89444 0.58875 -3.15210
H 2.01167 -0.40538 -1.29254
C -0.19826 -0.51340 -3.31201
O -0.54483 -1.85787 -2.87038
H -0.22074 0.19757 -2.48611
H 0.79980 -0.55314 -3.74836
H -0.93296 -0.25760 -4.07547
H 0.02564 -2.05610 -2.12415
C -0.35015 1.78505 3.06483
O -1.50424 1.46816 2.24605
H 0.34390 0.94484 3.04416
H 0.23733 2.59344 2.62952
H -0.56081 2.00224 4.11199
H -1.83281 0.59336 2.46601
C -2.61668 -2.14201 3.77989
O -2.23544 -1.07058 2.90491
H -1.93298 -2.08000 4.62653
H -3.64774 -1.97430 4.09118
H -2.57582 -3.13765 3.33816
H -1.61255 -1.39905 2.25244
C 3.58911 -0.62331 1.44325
O 2.39917 -0.21562 2.02805
H 4.17286 0.24846 1.14769
H 4.12642 -1.31748 2.08941
H 3.25134 -1.02818 0.48926
H 1.78601 -0.88345 1.71240
C -0.49153 3.38036 -1.42271
O 0.16767 2.65223 -0.35859
H -1.49720 2.97232 -1.52378
H -0.60492 4.46259 -1.35932
H 0.03995 3.31019 -2.37177
H 0.99323 3.09450 -0.14778
C -3.23332 0.43872 -1.93176
O -2.48204 0.18629 -0.76838
H -4.25266 0.66027 -1.61558
H -2.95512 1.36857 -2.42782
H -3.24094 -0.38125 -2.64988
H -2.61243 -0.73401 -0.52828
*
```

Results of the Mulliken charge analysis, in e, for atoms 1 through 4: 0.54 0.70 -0.89 -0.82